Entry 1:
ORCA calculation (wB97M-V/def2-TZVPD) on C26H38ClCoN2O4S3SiTe as an isolated structure at a distorted geometry.

Properties
**Energy above the lowest of the compared OMol25 structures with the same formula, charge and spin**: 6.7 kcal per mole
**Lowest unoccupied orbital energy (alpha / beta)**: 0.0825 / 0.0204 hartree
**Molar mass**: 788.87 g/mol
**E**: -136578.8819 eV
**Maximum force**: 0.0682 Eh/bohr

The geometry in ORCA input format:
```
! RIJCOSX wB97M-V def2-TZVPD def2/J DEFGRID3
* xyz -1 6
Co 11.11 8.23 14.22
O 9.96 8.34 15.83
N 10.18 7.43 16.79
C 9.79 7.78 18.05
C 9.84 6.85 19.04
C 10.27 5.52 18.70
C 10.72 5.25 17.46
C 10.64 6.20 16.43
S 11.23 5.93 14.90
H 9.55 8.85 18.16
H 9.69 7.12 20.01
H 10.27 4.77 19.48
H 11.00 4.28 17.25
Cl 14.18 12.26 16.37
C 14.14 10.86 15.31
C 15.32 10.56 14.55
C 15.10 9.52 13.67
C 13.96 8.81 13.56
N 12.84 9.08 14.39
C 13.02 10.17 15.23
H 16.08 11.31 14.54
H 15.78 9.46 12.81
H 13.71 8.12 12.72
H 12.10 10.48 15.81
Te 7.59 12.24 14.61
C 6.85 13.48 13.08
C 5.54 13.56 12.69
C 5.42 14.29 11.46
C 6.62 14.69 10.93
S 7.91 14.22 11.96
H 4.75 13.22 13.32
H 4.50 14.64 11.04
H 6.81 15.32 10.09
C 6.40 7.98 10.09
C 7.42 9.19 9.85
C 7.43 9.73 8.47
C 7.13 10.36 10.77
O 8.70 8.62 10.13
Si 9.97 9.20 11.03
S 9.53 9.40 13.01
O 10.60 10.53 10.23
C 11.88 11.23 10.43
C 12.33 11.27 11.92
C 12.90 10.50 9.56
C 11.56 12.60 9.93
O 11.18 8.08 10.87
C 11.33 6.80 10.40
C 12.66 6.29 10.90
C 10.19 5.91 10.96
C 11.26 6.90 8.85
H 5.39 8.15 9.74
H 6.46 7.89 11.16
H 6.72 7.08 9.56
H 6.37 9.98 8.21
H 7.80 9.00 7.71
H 8.04 10.68 8.31
H 6.15 10.75 10.46
H 7.88 11.14 10.65
H 7.11 10.05 11.82
H 12.60 10.29 12.32
H 11.51 11.60 12.55
H 13.12 11.98 12.02
H 13.16 9.60 10.11
H 13.88 11.02 9.35
H 12.44 10.27 8.64
H 10.68 13.02 10.48
H 11.30 12.56 8.86
H 12.40 13.30 9.97
H 12.66 6.04 11.97
H 13.46 7.00 10.66
H 12.95 5.40 10.36
H 10.03 6.07 12.02
H 10.49 4.93 10.67
H 9.22 6.12 10.47
H 11.95 7.66 8.60
H 10.23 7.19 8.57
H 11.38 5.95 8.35
*
```

Entry 2:
ORCA calculation (wB97M-V/def2-TZVPD) on a 2-piece molecular cluster, C5H14S overall at a distorted geometry.

Properties
**SMILES**: CCC.CSC
**Energy above the lowest of the compared OMol25 structures with the same formula, charge and spin**: 19.3 kcal per mole
**Lowest unoccupied orbital energy**: 0.0393 hartree
**Molar mass**: 106.23 g/mol
**E**: -16246.4655 eV
**Maximum force**: 0.0539 Eh/bohr

The geometry in ORCA input format:
```
! RIJCOSX wB97M-V def2-TZVPD def2/J DEFGRID3
* xyz 0 1
C 3.44 2.19 1.21
S 2.45 0.81 0.32
C 1.25 1.96 -0.39
H 2.81 2.43 2.06
H 3.37 2.91 0.41
H 4.43 1.83 1.46
H 0.46 2.30 0.27
H 1.77 2.80 -0.89
H 0.77 1.32 -1.15
C -0.87 -2.36 -0.10
C -1.68 -1.03 -0.14
C -3.08 -1.35 -0.70
H -1.38 -3.15 0.46
H 0.07 -2.13 0.40
H -0.75 -2.82 -1.08
H -1.09 -0.38 -0.78
H -1.72 -0.84 0.92
H -3.71 -0.47 -0.78
H -2.99 -2.01 -1.58
H -3.57 -2.01 0.05
*
```

Entry 3:
ORCA calculation (wB97M-V/def2-TZVPD) on one molecule with the formula C3H5I at a distorted geometry.

Properties
**Energy above the lowest of the compared OMol25 structures with the same formula, charge and spin**: 12.8 kcal per mole
**Lowest unoccupied orbital energy (alpha / beta)**: 0.0302 / -0.1284 hartree
**Molar mass**: 167.98 g/mol
**E**: -11287.3186 eV
**Maximum force**: 0.1058 Eh/bohr

The geometry in ORCA input format:
```
! RIJCOSX wB97M-V def2-TZVPD def2/J DEFGRID3
* xyz 0 3
C 1.21 -0.89 -0.20
C 0.28 -0.20 0.37
C -0.68 0.84 -0.10
I -2.67 -0.06 -0.04
H 1.78 -1.61 0.22
H 1.45 -0.84 -1.21
H 0.00 -0.29 1.42
H -0.89 1.62 0.64
H -0.47 1.42 -1.09
*
```

Entry 4:
ORCA calculation (wB97M-V/def2-TZVPD) on a 2-piece molecular cluster, C6H18ClN3Si overall at a distorted geometry.

Properties
**Energy above the lowest of the compared OMol25 structures with the same formula, charge and spin**: 47.8 kcal per mole
**Lowest unoccupied orbital energy**: 0.0142 hartree
**Molar mass**: 195.77 g/mol
**E**: -31384.0325 eV
**Maximum force**: 0.1035 Eh/bohr

The geometry in ORCA input format:
```
! RIJCOSX wB97M-V def2-TZVPD def2/J DEFGRID3
* xyz 0 1
C -0.31 3.31 2.02
C -0.68 -2.72 0.06
C -2.42 -1.04 -0.43
C 1.50 -1.70 -1.89
C 2.73 0.06 -0.83
C -0.74 1.94 1.72
N 0.36 1.13 1.05
N -1.01 -1.33 -0.31
N 1.44 -0.61 -0.94
Si 0.07 -0.02 -0.15
Cl -1.97 2.12 -1.39
H 0.57 3.20 2.52
H -0.12 3.79 1.06
H -1.00 3.76 2.69
H 0.41 -2.96 -0.18
H -0.96 -2.89 1.14
H -1.36 -3.31 -0.50
H -3.06 -1.73 -1.05
H -2.81 -0.91 0.63
H -2.53 -0.07 -0.80
H 2.12 -1.35 -2.74
H 1.81 -2.59 -1.32
H 0.56 -1.83 -2.38
H 2.81 0.50 0.17
H 3.50 -0.68 -1.22
H 2.82 0.92 -1.44
H -1.04 1.24 2.61
H -1.65 1.87 1.16
H 0.95 1.89 0.73
*
```

Entry 5:
ORCA calculation (wB97M-V/def2-TZVPD) on one molecule with the formula C3H5NO.

Properties
**SMILES**: O=CN1CC1
**Energy above the lowest of the compared OMol25 structures with the same formula, charge and spin**: 36.0 kcal per mole
**Lowest unoccupied orbital energy**: 0.0364 hartree
**Molar mass**: 71.08 g/mol
**E**: -6728.0133 eV
**Maximum force**: 0.0108 Eh/bohr

The geometry in ORCA input format:
```
! RIJCOSX wB97M-V def2-TZVPD def2/J DEFGRID3
* xyz 0 1
O 2.38 -0.75 0.08
C 1.50 0.06 0.01
N 0.27 -0.11 0.68
C -0.90 0.66 0.31
C -0.73 -0.73 -0.18
H 1.59 0.97 -0.62
H -1.59 0.84 1.13
H -0.81 1.47 -0.41
H -0.46 -0.83 -1.23
H -1.25 -1.58 0.24
*
```

Entry 6:
ORCA calculation (wB97M-V/def2-TZVPD) on one molecule with the formula C2H9N4P3 at a distorted geometry.

Properties
**Energy above the lowest of the compared OMol25 structures with the same formula, charge and spin**: 62.8 kcal per mole
**Lowest unoccupied orbital energy (alpha / beta)**: -0.0109 / -0.0067 hartree
**Molar mass**: 182.04 g/mol
**E**: -36043.3919 eV
**Maximum force**: 0.0740 Eh/bohr

The geometry in ORCA input format:
```
! RIJCOSX wB97M-V def2-TZVPD def2/J DEFGRID3
* xyz 0 1
C 1.65 1.19 -0.59
C 0.35 1.67 1.49
N -2.44 -1.35 -0.35
N -0.45 -2.61 -1.49
N -0.39 0.17 -0.35
N 0.37 1.20 0.12
P -2.15 -2.46 -1.38
P -1.67 -0.44 0.71
P 0.76 -2.02 -0.42
H 2.24 1.79 -0.02
H 1.87 0.08 -0.65
H 1.49 1.49 -1.65
H 0.83 0.96 2.10
H 0.83 2.66 1.64
H -0.64 1.69 1.76
H -0.25 -2.48 -2.47
H -2.48 0.81 0.76
H 0.09 -2.37 0.79
*
```

Entry 7:
ORCA calculation (wB97M-V/def2-TZVPD) on one molecule with the formula C3H6N2OS at a distorted geometry.

Properties
**SMILES**: C/N=C1\NOCS1
**Energy above the lowest of the compared OMol25 structures with the same formula, charge and spin**: 127.3 kcal per mole
**Lowest unoccupied orbital energy**: 0.0247 hartree
**Molar mass**: 118.16 g/mol
**E**: -19066.6464 eV
**Maximum force**: 0.1300 Eh/bohr

The geometry in ORCA input format:
```
! RIJCOSX wB97M-V def2-TZVPD def2/J DEFGRID3
* xyz 0 1
C 2.28 -0.25 0.00
C 0.07 -0.68 -0.03
C -2.41 0.05 0.21
H 2.43 0.47 1.08
H 2.36 0.46 -0.91
H 3.22 -0.92 -0.21
H 0.39 1.41 -0.34
H -2.69 0.53 1.12
H -3.53 0.07 -0.22
N 1.19 -1.13 -0.18
N -0.21 0.61 0.15
O -1.52 0.92 -0.52
S -1.58 -1.54 -0.13
*
```

Entry 8:
ORCA calculation (wB97M-V/def2-TZVPD) on C3H5BrN2 as an isolated structure at a distorted geometry.

Properties
**Energy above the lowest of the compared OMol25 structures with the same formula, charge and spin**: 84.5 kcal per mole
**Lowest unoccupied orbital energy**: -0.0470 hartree
**Molar mass**: 148.99 g/mol
**E**: -76209.6717 eV
**Maximum force**: 0.0693 Eh/bohr

The geometry in ORCA input format:
```
! RIJCOSX wB97M-V def2-TZVPD def2/J DEFGRID3
* xyz 0 1
C -0.11 0.16 -0.08
C 0.90 -0.64 0.33
C -0.69 1.47 0.25
N -0.41 -0.79 -1.04
N 0.70 -1.64 -0.70
Br 2.11 -0.85 2.53
H -0.37 2.41 -0.17
H -1.65 1.35 -0.05
H -0.61 1.63 1.26
H -0.46 -0.55 -2.03
H 0.59 -2.55 -0.29
*
```